[1]
Entry from the OMol25 dataset: a cluster of 2 separate species, C17H13IO8P in total in a non-equilibrium geometry (the ωB97M-V functional and the def2-TZVPD basis).

Properties
- E: -51604.6354 eV

Structure (ORCA input):
```
! RIJCOSX wB97M-V def2-TZVPD def2/J DEFGRID3
* xyz -3 1
C 3.78 0.73 1.40
C 4.62 1.01 0.15
O 4.63 -0.08 -0.77
C 4.24 2.29 -0.58
O 2.91 2.72 -0.44
C 1.92 1.87 -0.95
C 2.06 1.11 -2.11
C 1.03 0.28 -2.50
C -0.15 0.18 -1.76
C -0.31 0.96 -0.60
C 0.75 1.79 -0.22
C -1.52 0.96 0.24
O -1.58 1.77 1.17
C -2.55 0.02 -0.15
C -3.77 -0.16 0.55
I -4.26 0.88 2.30
C -4.72 -1.07 0.14
C -4.51 -1.87 -0.99
C -3.35 -1.73 -1.70
C -2.37 -0.79 -1.32
C -1.21 -0.73 -2.18
O -1.09 -1.40 -3.24
H 4.36 0.89 2.31
H 3.50 -0.32 1.39
H 2.85 1.29 1.45
H 5.66 1.14 0.48
H 4.77 -0.89 -0.28
H 4.85 3.09 -0.15
H 4.55 2.22 -1.63
H 2.98 1.15 -2.69
H 1.09 -0.33 -3.39
H 0.64 2.37 0.69
H -5.63 -1.17 0.72
H -5.28 -2.59 -1.25
H -3.18 -2.34 -2.57
O -4.38 -2.46 2.80
P -3.14 -2.66 3.72
O -1.99 -1.86 3.06
O -2.75 -4.15 3.79
O -3.46 -2.11 5.12
*
```

natural (NBO) population analysis, charges in e, atoms 1 to 2: atom 1 (C): -0.650, atom 2 (C): 0.075

***

[2]
Entry from the OMol25 dataset: the molecule C4H6N2O2 in a non-equilibrium geometry (the ωB97M-V functional and the def2-TZVPD basis).

Properties
- E: -11317.6580 eV
- Energy relative to the best compared isomer or geometry (same formula, charge and spin): 78.04 kcal per mole
- SMILES string: [H]/N=C(/C=C)C(=O)ON

Structure (ORCA input):
```
! RIJCOSX wB97M-V def2-TZVPD def2/J DEFGRID3
* xyz 0 1
H -2.39 1.49 0.14
N -2.26 0.56 0.52
C -1.11 0.06 0.40
C -0.75 -1.22 1.08
C 0.28 -2.00 0.79
C 0.15 0.77 0.00
O 0.75 1.59 0.66
O 0.44 0.48 -1.29
N 1.60 1.10 -1.83
H -1.56 -1.58 1.69
H 1.13 -1.65 0.20
H 0.39 -2.98 1.22
H 1.26 1.76 -2.53
H 2.05 1.62 -1.07
*
```

natural (NBO) population analysis, charges in e, atoms 1 to 2: atom 1 (H): 0.352, atom 2 (N): -0.556

***

[3]
Entry from the OMol25 dataset: a structure of composition C4HNO3 in a non-equilibrium geometry (the ωB97M-V functional and the def2-TZVPD basis).

Properties
- E: -11791.0903 eV
- Energy relative to the best compared isomer or geometry (same formula, charge and spin): 102.93 kcal per mole

Structure (ORCA input):
```
! RIJCOSX wB97M-V def2-TZVPD def2/J DEFGRID3
* xyz 0 1
C 0.01 -0.54 1.67
C 0.16 -0.55 -0.37
C 0.15 0.20 -1.56
C -0.34 0.30 0.53
H 0.27 -0.10 -2.56
N -0.77 1.48 0.13
O 0.32 -0.72 2.74
O 0.83 -1.37 0.63
O -0.62 1.31 -1.21
*
```

natural (NBO) population analysis, charges in e, atoms 1 to 2: atom 1 (C): 0.800, atom 2 (C): 0.183